Record 1
This record from the Open Molecules 2025 dataset describes a molecular structure, C26H44Cl2N5OP2Sm. The level of theory is ωB97M-V with the def2-TZVPD basis set.

```
! RIJCOSX wB97M-V def2-TZVPD def2/J DEFGRID3
* xyz 2 6
Sm 0.16009 -2.16470 0.17237
C 0.05050 -3.49656 -2.12534
C 1.09924 -4.20552 -1.50659
C 0.51354 -4.76503 -0.31076
C -0.84081 -4.53685 -0.26355
C -1.21964 -3.78082 -1.50540
H 0.18350 -2.80546 -2.97386
H 2.12586 -4.35706 -1.77946
H 1.03973 -5.50726 0.28651
H -1.47661 -5.08404 0.39126
H -2.18489 -3.27251 -1.72523
C 1.65422 0.86003 2.37697
P 0.23194 0.86657 1.26706
C 0.92474 1.93056 -0.04505
N 1.59630 3.02315 0.31901
C 2.20908 3.80202 -0.61228
C 2.97668 4.91071 -0.15258
C 3.73847 5.64066 -1.01233
C 3.63589 5.32053 -2.38265
C 2.83414 4.29888 -2.89752
C 2.18743 3.47979 -1.96670
N 1.48612 2.39577 -2.34538
C 0.89625 1.64801 -1.46473
P 0.12194 0.03626 -2.02732
C 1.10168 -0.14902 -3.53241
C -1.56195 0.45935 -2.67990
C -2.57261 0.09461 -1.59968
C -1.62260 1.98731 -2.90636
C -1.75943 -0.33538 -3.92682
C -1.03255 1.81072 2.20911
C -2.21779 2.17508 1.29169
C -0.51448 3.14271 2.87318
C -1.46624 0.74964 3.24374
H 1.48330 0.35840 3.35727
H 1.98238 1.84325 2.48318
H 2.52610 0.32459 2.00986
H 2.96533 4.95612 0.93468
H 4.37666 6.44735 -0.56327
H 4.28421 5.82745 -3.10711
H 3.06520 3.96621 -3.94182
H 0.97662 0.82588 -4.05329
H 0.71230 -0.98983 -4.13545
H 2.15944 -0.25546 -3.38205
H -2.43354 0.77570 -0.67428
H -2.61512 -0.93126 -1.24592
H -3.59715 0.24713 -1.86615
H -1.50673 2.62028 -2.02006
H -2.53367 2.23526 -3.37859
H -0.88524 2.33961 -3.58476
H -1.70457 -1.43883 -3.71890
H -1.10030 -0.00553 -4.71994
H -2.77189 -0.17853 -4.26193
H -1.87191 2.51996 0.35977
H -2.81875 2.96217 1.73760
H -2.73905 1.26511 1.18167
H 0.13629 3.66225 2.12304
H 0.08553 3.08316 3.75864
H -1.31413 3.74708 3.16630
H -2.00153 -0.04611 2.72412
H -2.10317 1.21811 4.03756
H -0.66027 0.28239 3.64839
Cl 4.30741 -3.50931 2.33807
C 3.43231 -2.94678 3.73329
Cl 1.65029 -2.90798 3.34469
H 3.73040 -1.89248 3.86482
H 3.55101 -3.62653 4.55918
C -3.88983 -2.37974 0.82014
N -3.45377 -2.83996 2.13048
C -2.18764 -2.85360 2.55515
N -1.94480 -3.26114 3.79914
O -1.21530 -2.41697 1.81891
H -3.44161 -1.45648 0.63184
H -4.99213 -2.25920 0.90504
H -3.68669 -3.07141 0.02826
H -4.27762 -3.04461 2.78558
H -2.65520 -3.49511 4.43657
H -0.99420 -3.23457 4.16568
N 2.69062 -1.69254 -0.30329
H 3.02822 -0.82876 0.06013
H 2.80643 -1.62666 -1.32584
H 3.14803 -2.49025 0.09456
*
```

HOMO (alpha / beta)   -13.6 / -13.6 eV
Frontier orbital gap (alpha / beta)   7.72 / 8.18 eV
E_LUMO (alpha / beta)   -5.9 / -5.4 eV
Energy above the lowest of the compared OMol25 structures with the same formula, charge and spin   162.9 kJ/mol
<S²>   8.765
Electronic energy   -3626.76159 Eh

Record 2
This record from the Open Molecules 2025 dataset describes 17 unconnected molecules or ions with the total composition C56H131N4O22S7. The level of theory is ωB97M-V with the def2-TZVPD basis set.

```
! RIJCOSX wB97M-V def2-TZVPD def2/J DEFGRID3
* xyz 1 1
C -0.92727 -2.96145 3.08393
C -1.17764 -2.62716 1.64382
C -0.40878 -1.36014 1.13435
C -0.50555 -1.08418 -0.36633
N 0.36757 0.16204 -0.74948
C 1.89496 0.04577 -0.55774
C 2.54795 -0.27531 -1.83256
C 1.62539 0.52530 -2.85527
C 0.18976 0.53326 -2.32097
C -0.16117 1.36894 0.01940
H 0.09243 -3.30224 3.26326
H -1.70554 -3.63688 3.43920
H -1.12130 -2.05963 3.66459
H -2.24597 -2.50240 1.46713
H -0.89792 -3.50093 1.05528
H 0.62234 -1.29230 1.48118
H -0.82337 -0.45180 1.57153
H -1.55886 -0.93728 -0.60519
H -0.02387 -1.85826 -0.96374
H 2.27253 0.98846 -0.16167
H 2.24063 -0.60987 0.24148
H 3.59300 0.03288 -1.80109
H 2.45157 -1.35107 -1.97938
H 1.93777 1.56583 -2.94364
H 1.60553 0.01402 -3.81770
H -0.37259 1.45836 -2.44772
H -0.41293 -0.26284 -2.75809
H -1.24179 1.38580 0.16105
H 0.24450 2.26697 -0.44651
H 0.22212 1.21561 1.02819
C -1.63059 6.29565 -2.12847
S 0.14962 5.86969 -2.01165
O 0.38106 4.35097 -1.96927
C 0.60070 6.43891 -3.68130
H -1.96262 6.25084 -1.09123
H -2.19543 5.51934 -2.64459
H -1.79137 7.28575 -2.55502
H 1.49357 5.95262 -4.07426
H 0.92380 7.47082 -3.54397
H -0.25185 6.32794 -4.35134
C -3.07311 -0.10736 4.88651
S -3.03100 1.52630 3.84036
O -2.44739 1.24519 2.43964
C -4.82709 1.94240 3.85253
H -2.04980 -0.39080 5.13265
H -3.62500 -0.80467 4.25620
H -3.59898 -0.00267 5.83551
H -5.50853 1.29463 3.30105
H -4.87928 2.99405 3.57073
H -5.16080 1.71156 4.86419
C 0.97578 1.00295 4.49110
S 2.69906 1.21556 3.86961
O 2.50669 1.67121 2.43159
C 3.08367 2.62776 5.03925
H 0.30130 1.72904 4.03729
H 0.87126 0.98983 5.57601
H 0.54793 0.10284 4.04971
H 3.20030 2.16996 6.02155
H 2.22991 3.30214 5.10576
H 3.95682 3.21846 4.76215
C 4.47807 -1.67004 3.00521
S 2.87697 -2.60093 2.98700
O 2.54227 -2.97951 1.54327
C 3.22107 -4.14900 3.94444
H 4.49326 -0.85156 2.28552
H 5.23714 -2.40510 2.73764
H 4.63591 -1.26962 4.00663
H 3.93612 -4.87011 3.54845
H 2.30546 -4.73498 4.02454
H 3.59296 -3.93209 4.94581
C -3.02838 -5.20687 -3.27863
S -3.47591 -3.40892 -3.11357
O -2.13935 -2.65433 -3.18891
C -3.85356 -3.52580 -1.33012
H -2.38149 -5.56473 -2.47764
H -2.53407 -5.21641 -4.25005
H -3.84959 -5.92317 -3.30326
H -2.93322 -3.87954 -0.86542
H -4.62177 -4.28900 -1.20571
H -4.07327 -2.52968 -0.94596
C 0.75270 -2.22273 -8.11495
S 0.94211 -0.67635 -7.19020
O 1.92398 -0.92397 -6.07169
C 2.01628 0.10208 -8.52197
H 1.69473 -2.77002 -8.14881
H 0.61400 -2.08721 -9.18756
H -0.05484 -2.75435 -7.61161
H 2.22260 1.15751 -8.34416
H 1.62931 0.07318 -9.54056
H 2.94869 -0.46236 -8.51123
C 2.33660 6.70648 0.99204
S 2.15221 5.47010 2.38699
O 1.68476 6.36235 3.58061
C 0.73037 4.56016 1.67892
H 2.74661 6.24789 0.09220
H 2.93016 7.58619 1.24080
H 1.35781 7.17227 0.87755
H 0.49193 3.83650 2.45838
H 1.03378 4.02352 0.78000
H -0.11616 5.22614 1.51173
C -1.84818 3.80259 -6.73722
O -1.01167 4.71285 -6.63024
N -2.20504 3.02177 -5.72783
C -3.22884 2.05136 -5.99421
C -1.52782 2.92976 -4.44931
H -2.46690 3.61630 -7.62867
H -2.91776 1.06339 -5.65470
H -3.51181 1.83085 -7.02347
H -4.10083 2.27829 -5.38081
H -2.15134 2.59776 -3.61919
H -0.76793 2.16604 -4.61483
H -1.07789 3.90889 -4.28510
C -0.46256 -6.49453 2.70328
O -0.37490 -6.19063 3.88480
N 0.44622 -7.33907 2.09233
C 0.41531 -7.52943 0.70558
C 1.52116 -8.00647 2.79041
H -1.30312 -6.14356 2.08482
H -0.35514 -6.98064 0.16397
H 0.33849 -8.57507 0.40751
H 1.34565 -7.23747 0.21842
H 1.62171 -9.07400 2.59453
H 2.43756 -7.47938 2.52488
H 1.26624 -7.85854 3.83980
C -2.75775 4.24747 1.89790
O -2.30419 4.74274 2.90082
N -3.83409 4.76124 1.17809
C -4.16583 4.12194 -0.04755
C -4.53160 5.99507 1.55647
H -2.43076 3.31792 1.40680
H -4.37260 4.86334 -0.81934
H -5.06553 3.50936 0.01075
H -3.34208 3.56416 -0.49298
H -4.43903 6.75431 0.77987
H -5.55226 5.63328 1.68076
H -4.24496 6.35146 2.54588
O -3.19837 -3.16896 5.83524
C -3.15532 -3.83431 6.87288
O -4.02728 -3.90545 7.87319
C -5.12872 -2.97486 7.88648
C -6.03285 -3.16642 9.06638
C -1.91876 -4.72846 7.10791
H -5.69235 -3.12181 6.96515
H -4.73474 -1.95856 7.88862
H -6.58768 -2.23823 9.20323
H -5.50807 -3.24070 10.01885
H -6.72203 -3.99234 8.89032
H -1.61650 -4.88010 8.14413
H -0.99950 -4.22328 6.81151
H -1.91733 -5.71619 6.64692
O 5.82424 2.19520 -6.66372
C 5.12702 1.57991 -5.83306
O 3.88175 1.86429 -5.40504
C 3.27386 3.03299 -5.93673
C 1.79935 2.97804 -5.59956
C 5.64616 0.32740 -5.24603
H 3.38073 3.03838 -7.02147
H 3.77008 3.89719 -5.49511
H 1.52843 2.79423 -4.55989
H 1.39352 2.21314 -6.26162
H 1.27588 3.90298 -5.84150
H 5.05608 -0.47643 -5.68624
H 5.44735 0.40339 -4.17701
H 6.72823 0.26849 -5.36334
O 4.52062 6.09638 -4.62804
C 5.47674 6.00539 -3.83804
O 5.45668 5.44064 -2.61336
C 4.21933 5.15769 -1.91432
C 3.50531 3.90419 -2.38610
C 6.86153 6.35744 -4.33492
H 3.50199 5.97819 -1.93182
H 4.53686 5.12414 -0.87213
H 4.15709 3.20415 -2.90881
H 2.60493 4.10150 -2.96789
H 2.99417 3.34366 -1.60338
H 6.90031 7.29821 -4.88405
H 7.46528 5.62430 -4.86979
H 7.46229 6.65749 -3.47633
O -3.33145 0.75524 -1.67565
C -4.40139 0.26623 -1.32599
O -5.27694 -0.31885 -2.17303
C -4.98512 -0.31792 -3.54023
C -5.88701 -1.37687 -4.29981
C -4.85356 0.24912 0.08271
H -3.93833 -0.54361 -3.74365
H -5.27915 0.64729 -3.95253
H -6.70762 -0.83786 -4.77327
H -6.34002 -2.13794 -3.66448
H -5.47326 -1.84459 -5.19321
H -4.19491 -0.25425 0.79046
H -5.72970 -0.39784 0.12655
H -5.07346 1.18277 0.60043
O 2.25999 -1.48523 6.26140
C 1.50018 -2.00455 7.13010
O 1.89670 -2.79523 8.17179
C 3.26569 -2.91947 8.55907
C 3.59508 -2.19356 9.97472
C 0.01495 -1.83233 6.96908
H 3.98151 -2.78594 7.74797
H 3.41927 -3.99498 8.64737
H 2.98397 -2.57504 10.79271
H 3.35052 -1.13186 9.94197
H 4.59678 -2.40609 10.34826
H -0.53087 -1.89583 7.91044
H -0.25278 -2.56502 6.20777
H -0.14942 -0.88824 6.44969
O 0.43960 -6.00823 -3.26470
C 0.64380 -4.83482 -3.52766
O 1.42037 -3.96022 -2.79457
C 1.72308 -4.19159 -1.37340
C 3.13502 -4.74114 -1.15024
C 0.30029 -4.31901 -4.88100
H 0.97902 -4.92205 -1.05571
H 1.59247 -3.24424 -0.85037
H 3.86266 -4.03500 -1.55027
H 3.22818 -5.69327 -1.67261
H 3.27986 -4.95102 -0.09049
H -0.78018 -4.19412 -4.80968
H 0.75463 -4.95508 -5.64067
H 0.68693 -3.30042 -4.84831
*
```

HOMO   -10.0 eV
Frontier orbital gap   8.56 eV
E_LUMO   -1.4 eV
Electronic energy   -6873.44048 Eh

Record 3
This record from the Open Molecules 2025 dataset describes 10 unconnected molecules or ions with the total composition C8H36O14. The level of theory is ωB97M-V with the def2-TZVPD basis set.

```
! RIJCOSX wB97M-V def2-TZVPD def2/J DEFGRID3
* xyz 0 1
O 3.90178 0.89307 0.85990
H 4.38778 1.37207 0.13090
H 2.97178 0.97807 0.60490
O 2.13178 2.37007 -2.05910
H 2.66278 2.83107 -1.42510
H 1.72178 1.67507 -1.54510
O 1.26078 0.48007 -0.17410
H 1.61678 -0.40693 -0.10110
H 0.80378 0.66407 0.63890
O 1.54778 2.96507 1.61890
H 2.30078 3.21307 1.11590
H 2.00178 2.73607 2.43790
O 0.34778 0.48207 2.47690
H -0.39122 0.51307 3.12390
H 1.14978 0.45107 3.05290
O 1.91278 -2.12993 -0.21310
H 2.17378 -2.55893 0.61490
H 0.93578 -2.16393 -0.05910
C -1.24522 -2.71293 2.74290
C -0.95822 -4.16393 3.08590
O -2.13022 -4.66293 3.68890
O -0.01122 -2.27093 2.18190
H -1.33522 -2.27393 3.71890
H -2.21122 -2.53293 2.20590
H -0.09522 -4.35193 3.71490
H -0.83122 -4.81593 2.24190
H -2.69022 -4.98493 2.95590
H -0.00322 -1.32393 2.19490
C -2.26022 -0.31793 0.36890
C -2.34022 -1.48493 -0.62710
O -0.99522 -1.58693 -1.12210
O -3.52022 0.18907 0.74590
H -1.58222 0.49207 -0.10010
H -1.72622 -0.64893 1.27290
H -3.08422 -1.21893 -1.41210
H -2.61222 -2.40393 -0.11710
H -1.06022 -1.88093 -2.00810
H -3.33222 0.83707 1.42490
C 2.56678 -0.37593 -3.71310
C 1.31578 -1.07293 -3.23510
O 0.46978 -1.36493 -4.34410
O 3.48778 -0.01593 -2.66410
H 2.31878 0.56907 -4.25610
H 3.20978 -0.94393 -4.42810
H 0.72978 -0.41393 -2.62310
H 1.50878 -2.01893 -2.74010
H 1.01078 -1.55293 -5.14210
H 3.30878 0.90207 -2.49210
C -1.22922 3.31907 -0.10810
C -2.61822 3.39707 -0.40310
O -2.78922 3.88607 -1.73610
O -1.07022 2.82007 1.16290
H -0.86322 4.36707 -0.19010
H -0.67422 2.82307 -0.89310
H -3.21222 3.92007 0.35390
H -3.09222 2.39107 -0.39210
H -3.68122 4.23007 -1.76310
H -0.11022 2.88907 1.34990
*
```

SMILES string   OCCO.OCCO.OCCO.OCCO.O.O.O.O.O.O
HOMO   -9.7 eV
Frontier orbital gap   9.40 eV
E_LUMO   -0.3 eV
Energy above the lowest of the compared OMol25 structures with the same formula, charge and spin   150.8 kJ/mol
Electronic energy   -1379.65554 Eh

Q: The highest electronic energy belongs to which entry?
A: C8H36O14